[1]
Here is one molecule with the formula C5H7NO from the Open Molecules 2025 dataset. Energies are from ωB97M-V/def2-TZVPD.

Computed properties:
HOMO energy ... -9.3 eV
Max |F| ... 0.0172 Eh/bohr
SMILES string ... O=C1CC=CCN1
Energy above the lowest of the compared OMol25 structures with the same formula, charge and spin ... 12.5 kcal per mole
Orbital gap ... 10.1 eV

Atoms and positions in Å:
H: -2.122 0.012 0.944
C: 0.777 1.194 -0.174
H: -1.380 -2.041 -0.429
O: 1.321 2.193 -0.599
H: 1.732 -0.080 1.160
C: 0.572 -1.290 -0.178
H: 1.044 -2.252 -0.355
C: -0.754 -1.183 -0.200
C: 1.478 -0.116 0.088
C: -1.466 0.110 0.070
H: -2.126 0.353 -0.781
H: 2.418 -0.155 -0.464
H: -0.794 1.989 0.799
N: -0.518 1.176 0.299

=====

[2]
Here is C41H57N6O5ReS2Si2 as an isolated structure from the Open Molecules 2025 dataset. Energies are from ωB97M-V/def2-TZVPD.

Computed properties:
Total charge ... +1
HOMO energy (alpha / beta) ... -8.6 / -10.1 eV
2S+1 ... 4
Max |F| ... 0.0367 Eh/bohr
Orbital gap (alpha / beta) ... 4.7 / 5.9 eV
Expectation value of S² ... 4.106

Atoms and positions in Å:
H: 5.309 -3.391 3.285
H: 1.751 0.877 -5.107
H: 2.602 1.373 0.594
S: -2.007 0.817 -0.848
C: 1.108 0.008 3.448
H: 2.214 1.883 -3.119
H: 7.722 -3.041 2.948
H: 7.059 -2.518 -1.244
C: 4.823 -3.178 1.204
H: 3.173 -0.107 2.897
C: 2.468 0.289 3.611
H: 1.586 4.597 -1.473
H: -1.588 5.928 -2.862
O: -4.038 -6.772 4.434
C: -3.042 -0.068 2.734
S: 0.128 -2.168 -0.116
C: 2.405 -0.687 -2.174
C: 0.642 1.289 5.432
C: -0.816 2.632 2.130
N: 2.533 -3.093 0.553
H: 3.804 1.602 -2.427
Re: -0.746 -0.239 1.015
H: -2.156 -2.772 -1.915
H: 3.987 0.562 -0.159
H: -0.839 0.205 4.331
N: 3.480 -3.285 1.458
H: 1.373 4.763 -3.218
H: 8.602 -2.603 0.679
H: -3.959 -0.362 3.224
O: -3.062 -7.296 2.523
O: 0.799 0.796 -1.096
C: 2.210 0.606 -1.383
H: -0.970 4.898 -4.157
C: -2.604 1.265 2.697
C: -3.388 -6.448 3.307
H: -2.355 4.367 -3.187
H: -3.146 4.432 3.764
Si: -0.333 1.342 -2.147
H: 0.178 2.688 1.704
O: -0.390 0.470 -3.491
C: -0.991 4.301 -0.749
H: 0.773 6.022 -2.131
C: -2.495 -3.316 1.459
H: -4.150 -2.002 0.169
H: 2.683 2.701 -1.629
H: -0.255 3.896 -0.062
H: -4.308 -6.014 4.968
H: -4.680 -0.339 0.342
N: -1.395 1.439 2.077
H: 0.967 2.423 -4.701
C: -2.668 3.583 3.303
Si: -3.437 -0.604 -1.827
C: -2.795 -4.623 1.765
C: 0.913 4.950 -2.250
H: -5.546 0.197 -2.875
H: -4.250 0.317 -4.034
C: -0.401 0.781 -4.894
C: 1.987 1.596 5.567
H: 0.266 -1.243 -5.242
H: 3.456 -0.803 -2.429
C: 2.759 1.776 -2.191
H: -4.211 2.169 3.792
C: -1.601 1.662 -5.219
C: 2.909 0.535 -0.029
C: -0.484 -0.558 -5.629
H: -0.073 1.672 6.146
C: 1.487 -2.396 0.955
C: -2.530 -2.330 2.450
H: -1.677 1.793 -6.294
H: -1.464 -1.006 -5.504
C: -1.405 3.730 2.716
H: -1.465 -1.591 -3.006
H: -2.936 -2.449 -3.448
C: -4.544 -1.147 -0.372
H: 3.953 1.289 4.762
H: -2.235 -3.037 0.450
C: -2.403 -1.985 -2.623
H: 2.318 2.222 6.381
H: -2.799 -5.389 1.004
H: 4.630 -2.873 -0.906
H: -5.525 -1.428 -0.741
H: -0.300 -0.409 -6.690
H: -1.477 2.632 -4.750
H: 2.646 -0.393 0.467
H: 3.204 -3.208 2.440
N: 1.568 -1.716 2.094
C: 5.321 -2.931 -0.080
C: 7.545 -2.772 0.826
H: 0.852 1.775 -6.333
C: -1.407 4.899 -3.160
O: -0.273 2.885 -2.575
C: 0.201 0.486 4.395
N: -2.271 -0.990 2.147
H: -4.421 1.533 -2.778
H: -0.908 4.685 2.710
H: 1.819 -0.665 -3.089
C: 2.899 1.077 4.659
C: 7.053 -3.021 2.101
H: -3.286 -4.282 5.105
H: -2.828 -1.973 4.552
C: -3.106 -4.026 4.070
C: -2.835 -2.709 3.763
N: 0.695 -0.774 2.353
H: 2.091 -1.552 -1.599
C: 6.676 -2.728 -0.256
C: -3.110 -4.998 3.072
C: 5.703 -3.225 2.293
H: -2.513 1.209 -4.844
C: 0.883 1.509 -5.281
C: -3.262 2.348 3.312
C: -0.444 4.245 -2.167
H: -1.212 5.326 -0.472
C: -4.502 0.471 -2.990
H: -1.900 3.708 -0.663

=====

[3]
Here is an isolated ion of composition C10H14N3O and charge +1 from the Open Molecules 2025 dataset. Energies are from ωB97M-V/def2-TZVPD.

Computed properties:
Total charge ... +1
HOMO energy ... -12.4 eV
Max |F| ... 0.1007 Eh/bohr
SMILES string ... NC[N+]1=C(O)CCN1c1ccccc1
Energy above the lowest of the compared OMol25 structures with the same formula, charge and spin ... 57.6 kcal per mole
Orbital gap ... 9.2 eV

Atoms and positions in Å:
N: 3.132 0.100 0.441
H: -3.228 0.632 -3.119
N: 0.864 0.437 0.851
H: 2.882 0.257 1.788
H: -2.306 0.411 1.715
H: -2.438 1.512 -1.010
C: -0.816 -1.634 -2.327
C: -1.727 -0.915 -3.061
H: 3.155 -0.909 0.342
H: -1.424 -1.046 1.633
H: 2.179 1.992 0.196
C: -2.399 0.157 -2.586
H: -1.914 -1.113 -4.077
H: -0.191 -2.384 -2.915
H: 3.935 0.582 0.069
C: -0.390 -1.275 -1.082
H: 0.246 -1.904 -0.357
N: -0.562 0.590 0.516
H: -0.559 -0.113 3.772
C: 1.979 0.791 0.009
C: 0.946 0.381 2.169
C: -1.979 0.552 -1.339
O: 2.175 0.254 2.662
H: -0.563 1.533 2.992
H: 1.626 0.719 -1.122
C: -0.407 0.443 2.818
C: -0.981 -0.098 -0.621
C: -1.236 0.048 1.643

=====

[4]
Here is C5H6ClFI2 as an isolated structure from the Open Molecules 2025 dataset. Energies are from ωB97M-V/def2-TZVPD.

Computed properties:
HOMO energy (alpha / beta) ... -8.9 / -7.2 eV
Max |F| ... 0.0352 Eh/bohr
Energy above the lowest of the compared OMol25 structures with the same formula, charge and spin ... 9.4 kcal per mole
Orbital gap (alpha / beta) ... 8.9 / 5.9 eV

Atoms and positions in Å:
I: -5.080 -0.371 -1.412
C: 0.509 0.479 -0.366
C: -1.338 -1.115 0.465
F: -3.225 1.742 -0.911
C: -3.925 0.912 -0.136
H: 0.993 0.697 -1.341
C: 1.139 -0.552 0.482
H: -1.434 -0.528 1.400
I: -2.570 -2.625 -0.071
H: 0.116 1.354 0.127
H: 0.020 -1.606 -1.130
C: -0.125 -0.963 -0.287
H: 0.831 -0.516 1.559
H: 2.088 -1.043 0.262
Cl: -4.871 1.861 0.932

=====

[5]
Here is a 3-piece molecular cluster, C20H42FN6O4 overall from the Open Molecules 2025 dataset. Energies are from ωB97M-V/def2-TZVPD.

Computed properties:
Total charge ... +1
HOMO energy ... -10.0 eV
Max |F| ... 0.0851 Eh/bohr
Orbital gap ... 4.7 eV

Atoms and positions in Å:
H: -2.204 -0.871 -3.838
C: 4.915 -4.230 -1.379
C: -2.810 3.894 2.969
C: -1.540 -0.204 -4.398
C: -2.834 -0.890 3.603
C: 6.562 -1.324 -0.884
H: 4.922 0.803 0.127
H: 7.487 -3.032 0.016
H: -0.393 -3.448 0.796
N: -2.842 2.609 3.763
C: -1.674 -2.238 1.586
O: 3.106 0.316 -0.769
H: 7.143 -3.267 -1.698
C: 5.256 0.417 -2.021
C: -3.509 1.359 -2.590
H: -0.977 -0.230 2.494
H: -3.151 3.690 1.884
H: -1.418 1.783 -5.189
N: -4.602 -1.070 6.082
H: 3.805 -1.081 0.629
H: -3.757 -2.876 6.322
F: -2.063 -3.232 4.416
H: -4.481 1.394 -3.092
C: -3.614 2.072 -1.240
H: -3.135 2.806 4.738
C: 6.750 -2.838 -0.769
N: -2.502 1.983 -3.448
H: 7.540 -0.849 -1.012
H: -3.031 1.094 -5.265
H: -1.073 3.186 -1.234
C: -1.934 -0.828 2.290
O: -2.449 1.837 -0.445
C: -1.613 2.979 -0.309
C: -3.845 1.668 3.130
H: 0.695 -0.511 -2.035
H: -3.506 4.660 3.479
H: -3.818 3.142 -1.365
C: 4.404 0.899 -0.834
H: -1.072 -0.525 -1.931
N: -3.762 -2.028 5.714
H: -4.883 2.147 3.123
H: 4.446 -3.579 -2.119
H: 2.072 -1.112 0.267
H: -3.265 0.311 -2.388
H: -0.169 1.015 -2.147
C: -2.148 1.190 -4.626
O: -0.238 -0.189 -3.823
H: -2.189 3.858 -0.010
C: -4.633 0.089 5.287
C: -2.871 -2.106 4.600
H: -2.456 -3.047 1.403
H: 5.626 -4.899 -1.870
H: -0.877 2.767 0.471
H: 4.132 -4.837 -0.918
H: 6.128 1.071 -2.122
H: 4.236 1.971 -0.975
O: 5.541 -3.474 -0.354
N: -0.432 -2.504 1.234
H: -5.341 0.938 5.607
C: -0.217 -0.044 -2.412
H: -1.660 2.141 -2.906
H: 6.132 -0.975 0.060
H: -4.457 1.642 -0.691
H: 4.889 -1.574 -2.015
H: -1.741 4.325 2.915
H: -2.529 -0.195 1.523
C: 3.065 -0.970 -0.167
N: 5.707 -0.975 -2.020
H: 3.196 -1.742 -0.928
H: 4.660 0.549 -2.931
C: -3.770 0.323 3.977
H: -1.419 -0.665 -5.384
H: -3.513 1.526 2.048

=====

[6]
Here is C23H36BeBr2Cl5CsFIMgNO11SSi2 as an isolated structure from the Open Molecules 2025 dataset. Energies are from ωB97M-V/def2-TZVPD.

Computed properties:
Total charge ... +1
HOMO energy ... -9.2 eV
Max |F| ... 0.0481 Eh/bohr
Orbital gap ... 1.7 eV

Atoms and positions in Å:
H: 2.002 0.029 1.429
Cl: -1.701 -6.370 -0.493
C: -6.200 5.442 5.443
H: 0.016 0.739 -0.538
C: -5.464 6.609 5.468
O: -4.044 3.125 2.148
H: 0.280 -2.098 -0.718
H: 6.445 2.549 1.118
H: 1.409 1.804 -1.628
O: 3.317 1.709 -2.339
H: 3.418 -2.153 2.161
C: -7.473 7.836 4.974
Mg: 0.032 2.930 -1.639
H: 1.286 -4.084 -1.774
H: -3.132 -0.613 2.015
O: -3.199 -3.635 -3.058
C: 5.795 1.024 -0.168
Cl: 5.272 -5.024 -4.613
O: -3.133 0.242 1.558
H: -4.402 6.568 5.674
Be: 4.703 0.172 -3.535
O: -3.352 -5.762 -2.796
C: -7.557 5.440 5.188
H: 5.836 -3.413 -6.241
H: -1.153 -4.060 -6.119
H: 1.327 -1.038 2.614
C: 1.187 -2.523 -0.319
C: -0.564 -3.940 -5.214
H: 6.381 0.252 0.319
Cl: 4.953 -2.116 -4.433
Cl: -1.441 -6.129 2.433
H: -1.460 1.098 0.353
H: -0.316 2.522 2.676
H: -0.213 3.729 0.601
C: 1.751 -3.637 -0.918
H: -0.504 -1.832 -5.506
H: 1.013 -2.631 -5.960
H: -0.673 -0.225 2.254
H: -7.973 8.777 4.790
C: 4.595 3.229 0.356
O: 1.915 2.573 1.491
H: 2.167 4.144 -0.450
H: 3.354 -5.091 -0.884
C: 2.944 -2.570 1.285
Br: 0.617 -5.517 -5.182
H: -0.560 -7.762 1.012
O: -5.023 -4.497 -2.320
H: 2.138 0.685 -3.490
S: -5.346 2.513 1.868
C: 2.433 1.583 -1.242
O: 2.511 1.590 -3.525
C: -0.722 -6.695 0.934
Si: 2.776 2.896 0.132
Br: 0.929 -2.170 -3.513
Cl: 0.799 -5.857 0.583
C: 1.273 -0.768 1.564
H: -9.258 6.665 4.763
C: -0.179 -0.340 1.294
H: 2.381 0.569 -0.838
H: 4.979 3.523 -0.622
H: -5.544 8.736 5.238
O: -5.572 1.349 2.746
C: 3.501 -3.684 0.690
H: -1.212 -4.038 -4.345
H: 4.396 -4.107 1.114
Si: 0.249 2.480 1.324
H: 4.077 -3.610 -6.049
C: 1.778 -1.976 0.806
Cs: 1.350 -7.974 -3.921
H: 6.428 1.400 -0.967
C: -8.194 6.650 4.957
H: -8.098 4.504 5.170
O: -5.353 2.045 0.482
O: -6.399 3.489 2.120
C: 2.896 -4.226 -0.432
I: 4.814 1.157 2.667
C: -6.109 7.813 5.227
F: -5.578 4.271 5.672
C: 0.187 -2.633 -5.256
H: 4.912 0.523 -0.555
C: -0.375 0.944 0.474
C: 5.027 -3.541 -5.532
H: 4.700 4.076 1.032
N: -3.872 -4.631 -2.721
H: -0.701 -1.132 0.773
C: 5.496 2.096 0.861

=====

[7]
Here is a 8-piece molecular cluster, C5H28N3O7 overall from the Open Molecules 2025 dataset. Energies are from ωB97M-V/def2-TZVPD.

Computed properties:
Total charge ... +1
HOMO energy ... -12.4 eV
Max |F| ... 0.0905 Eh/bohr
Energy above the lowest of the compared OMol25 structures with the same formula, charge and spin ... 21.8 kcal per mole
Orbital gap ... 10.1 eV

Atoms and positions in Å:
H: 1.144 -3.620 -2.455
H: 1.477 -0.753 3.250
H: 0.893 3.505 0.039
O: -1.693 0.782 3.572
H: -2.486 -2.644 2.344
H: 2.018 1.313 -1.292
N: 0.081 1.043 -2.705
H: -2.550 1.882 1.903
C: 1.475 -0.266 2.259
H: 0.588 -0.782 1.848
N: 1.434 -0.611 -1.729
O: 0.635 -2.843 -2.674
H: -2.141 -3.723 1.220
O: -2.676 2.007 0.967
H: -1.933 -2.127 -1.369
O: 0.158 2.866 0.054
H: 2.961 -1.716 1.599
H: 1.856 1.660 2.578
H: -2.186 2.622 0.430
H: -3.467 0.167 -1.641
H: 0.371 2.212 0.763
H: 1.765 -1.539 -1.773
C: 3.045 -0.099 0.011
C: 2.730 -0.602 1.487
H: 3.636 -0.377 2.021
H: 0.161 1.425 -1.765
O: -1.256 -1.450 -1.287
H: 3.566 -0.951 -0.441
H: -1.596 -0.530 -1.156
O: -2.729 0.723 -1.369
H: 3.615 0.835 0.203
C: 0.677 -0.160 -2.717
H: 0.136 1.269 2.608
H: 0.889 0.488 -0.115
H: -0.510 1.399 -3.412
N: 1.052 1.143 2.260
H: -2.741 0.579 -0.380
H: -1.238 0.624 4.404
C: 1.780 0.439 -0.707
H: 0.499 -0.865 -3.541
H: -0.153 -2.564 -2.132
O: -2.112 -2.793 1.443
H: -2.583 0.966 3.883

=====

[8]
Here is a 9-piece molecular cluster, C24H48Br12O6S3 overall from the Open Molecules 2025 dataset. Energies are from ωB97M-V/def2-TZVPD.

Computed properties:
Total charge ... -1
HOMO energy (alpha / beta) ... -0.7 / -5.4 eV
2S+1 ... 2
Max |F| ... 0.0889 Eh/bohr
Orbital gap (alpha / beta) ... 2.1 / 6.8 eV
Expectation value of S² ... 0.753

Atoms and positions in Å:
H: -0.191 -0.192 -5.794
Br: -3.211 2.515 1.181
H: 1.341 1.863 1.636
S: -0.622 -3.603 0.906
H: 1.316 6.926 1.731
H: 2.130 -0.199 -1.425
H: 0.909 -1.576 -1.399
H: 0.131 2.720 -0.744
C: -1.204 6.827 -1.625
H: 3.953 -5.994 -1.044
C: 3.239 -4.037 -0.498
Br: 4.063 4.041 2.422
O: -0.640 -2.843 2.175
H: 0.580 -3.933 -5.603
C: 4.354 -0.150 3.810
H: -1.561 -3.001 -1.260
H: -3.888 -3.177 -0.698
H: -1.651 -1.713 -0.213
C: -5.780 1.810 2.317
H: -1.723 1.125 6.458
H: -0.758 -3.083 -5.881
H: 4.939 -0.957 3.368
H: 1.153 0.412 -5.231
C: -1.750 -5.062 1.314
H: 2.640 -3.297 -1.029
O: -1.313 -0.083 -1.764
C: -3.047 -4.820 0.407
H: -2.370 6.486 0.304
S: 0.005 0.624 -1.755
C: -1.593 0.030 4.613
H: -4.312 0.302 1.471
H: 0.202 -1.838 -3.949
Br: -1.614 8.931 0.514
H: 2.714 0.075 5.238
H: -0.582 6.600 0.374
H: -5.718 1.585 3.382
H: -0.890 1.700 0.327
Br: -1.150 4.870 -2.004
H: -2.031 7.227 -2.212
C: 1.306 -0.229 0.517
Br: 1.976 4.945 -0.044
H: -3.025 1.626 5.403
C: -3.157 -3.284 0.103
C: -2.455 0.759 5.738
Br: 5.681 1.253 4.276
O: 0.543 1.330 -2.883
H: 1.078 5.366 2.329
Br: 3.232 -5.100 -3.226
Br: 2.100 -2.069 4.199
H: -5.081 1.305 0.272
O: 0.540 -0.145 -8.364
C: 3.424 -0.696 4.939
H: -3.643 -2.859 0.981
C: 0.709 -2.566 -7.209
Br: 5.091 -3.342 -0.397
H: 3.889 -1.090 5.842
C: 0.832 -1.884 -4.837
Br: -7.445 0.719 1.838
H: -1.074 -0.885 4.898
H: 2.947 -4.078 0.551
H: 3.112 6.070 3.646
C: -1.769 -2.796 -0.209
H: 3.860 6.641 2.178
H: -1.942 -5.499 2.294
Br: -3.649 -0.650 6.381
H: 3.723 0.287 3.037
O: 2.769 -0.693 -7.492
H: 2.090 1.781 0.059
H: -6.099 2.850 2.255
H: -3.997 -5.040 0.894
C: 0.825 -0.549 -5.627
H: 1.506 -3.152 -7.666
S: 1.308 -0.808 -7.333
C: -4.764 1.282 1.315
C: 1.188 -0.587 -1.036
H: -0.209 -2.465 -7.788
H: 2.136 -0.700 1.043
H: 2.276 -5.974 -1.095
H: 1.849 -2.094 -4.505
C: 3.129 -5.324 -1.289
C: 3.208 5.865 2.580
C: 0.319 -2.912 -5.878
H: -3.048 -5.367 -0.535
C: 0.055 1.772 -0.212
H: -1.359 -5.915 0.759
C: 1.820 5.962 1.799
C: -1.489 7.008 -0.070
C: 1.275 1.379 0.662
H: -2.223 -0.212 3.757
H: -0.421 7.312 -2.208
Br: -0.043 1.209 4.117
H: 0.473 -0.601 1.114
O: 0.552 -4.265 0.307